[1]
{"formula": "C5H8N2O", "method": "wB97M-V/def2-TZVPD", "elements": ["C", "C", "C", "C", "N", "C", "O", "N", "H", "H", "H", "H", "H", "H", "H", "H"], "positions_angstrom": [[0.539, -0.088, -0.389], [0.270, -1.101, 0.703], [1.647, 0.895, -0.006], [-0.783, 0.671, -0.761], [-1.822, -0.105, -1.168], [-0.625, -0.545, 1.829], [-0.855, 1.888, -0.816], [-1.335, -0.266, 2.699], [0.845, -0.606, -1.307], [-2.056, -1.030, -0.838], [-2.598, 0.280, -1.695], [-0.248, -1.978, 0.300], [1.198, -1.450, 1.166], [2.628, 0.422, -0.125], [1.556, 1.219, 1.036], [1.638, 1.795, -0.627]], "nbo_charge": [-0.307, -0.483, -0.611, 0.680, -0.843, 0.266, -0.585, -0.315, 0.231, 0.392, 0.407, 0.241, 0.256, 0.208, 0.217, 0.246], "orbital_gap_ev": 10.6519, "smiles": "C[C@@H](CC#N)C(N)=O", "e_tot_ha": -380.077185, "lumo_energy_ha": 0.020, "e_above_lowest_kj_mol": 28.86}

[2]
{"formula": "C16H12N5O3S2Tl", "method": "wB97M-V/def2-TZVPD", "elements": ["Tl", "S", "C", "C", "C", "C", "C", "C", "S", "H", "H", "H", "H", "O", "C", "N", "C", "O", "C", "C", "C", "C", "N", "C", "H", "H", "H", "H", "H", "H", "H", "H", "O", "N", "C", "C", "N", "C", "N"], "positions_angstrom": [[1.146, -1.533, -1.759], [3.866, -0.402, -1.248], [4.155, -0.890, 0.302], [5.515, -1.191, 0.686], [5.835, -1.473, 1.972], [4.825, -1.481, 2.998], [3.523, -1.253, 2.699], [3.105, -0.981, 1.347], [1.486, -0.803, 1.057], [6.276, -1.160, -0.087], [6.865, -1.691, 2.234], [5.111, -1.680, 4.027], [2.762, -1.275, 3.469], [-1.647, 1.211, 1.605], [-2.796, 1.655, 0.892], [-3.918, 0.803, 1.180], [-4.308, -0.337, 0.530], [-5.264, -1.000, 0.903], [-3.554, -0.753, -0.707], [-4.280, -1.147, -1.819], [-3.612, -1.587, -2.947], [-2.231, -1.643, -2.914], [-1.524, -1.313, -1.831], [-2.176, -0.878, -0.745], [-1.111, 1.987, 1.817], [-2.611, 1.642, -0.175], [-3.045, 2.668, 1.182], [-4.388, 0.943, 2.060], [-5.363, -1.108, -1.783], [-4.150, -1.894, -3.835], [-1.663, -1.978, -3.777], [-1.569, -0.633, 0.126], [0.852, 0.796, -2.117], [0.182, 1.383, -1.202], [0.546, 2.626, -1.003], [-0.167, 3.341, 0.034], [-0.745, 3.901, 0.865], [1.609, 3.298, -1.732], [2.460, 3.831, -2.305]], "nbo_charge": [0.758, 0.188, -0.219, -0.211, -0.181, -0.147, -0.232, -0.186, 0.123, 0.239, 0.228, 0.226, 0.239, -0.747, 0.079, -0.613, 0.667, -0.600, -0.176, -0.104, -0.255, 0.052, -0.481, 0.061, 0.497, 0.177, 0.194, 0.408, 0.239, 0.229, 0.199, 0.233, -0.613, 0.033, -0.181, 0.315, -0.393, 0.263, -0.307], "orbital_gap_ev": [5.4882, 5.4674], "e_tot_ha": -2085.162753, "lumo_energy_ha": [-0.118, -0.119], "e_above_lowest_kj_mol": 109.59}

[3]
{"formula": "C12H11Cl3O2Ru", "method": "wB97M-V/def2-TZVPD", "elements": ["C", "C", "C", "H", "C", "C", "H", "H", "H", "H", "Ru", "Cl", "C", "C", "C", "H", "C", "C", "H", "H", "H", "H", "Cl", "C", "Cl", "C", "O", "O", "H"], "positions_angstrom": [[-2.339, -1.011, 0.096], [-1.490, -1.206, -1.075], [-1.336, 0.063, -1.718], [-1.140, -2.145, -1.460], [-1.941, 1.054, -0.945], [-2.381, 0.450, 0.279], [-2.863, 0.982, 1.078], [-2.750, -1.764, 0.748], [-0.885, 0.231, -2.697], [-2.063, 2.096, -1.212], [-0.623, -0.690, 1.005], [0.077, -2.832, 1.257], [1.950, 0.210, 0.019], [2.057, 1.507, -0.559], [2.189, 1.333, -1.972], [2.000, 2.453, 0.000], [2.126, -0.079, -2.262], [1.988, -0.775, -1.037], [1.649, -1.809, -0.839], [1.991, -0.022, 1.125], [2.371, 2.099, -2.724], [1.959, -0.529, -3.237], [0.436, 0.521, 5.595], [-0.131, 1.646, 4.308], [1.129, 2.791, 3.626], [-0.811, 0.751, 3.253], [-2.018, 0.520, 3.311], [0.076, 0.473, 2.346], [-0.936, 2.258, 4.740]], "nbo_charge": [-0.389, -0.355, -0.224, 0.237, -0.264, -0.379, 0.245, 0.248, 0.218, 0.209, 1.116, -0.586, -0.201, -0.355, -0.221, 0.211, -0.310, -0.301, 0.229, 0.234, 0.194, 0.198, -0.029, -0.268, -0.035, 0.735, -0.639, -0.745, 0.228], "orbital_gap_ev": [5.9531, 5.5112], "s2": 8.80, "e_tot_ha": -2089.715102, "spin_multiplicity": 6, "lumo_energy_ha": [0.106, 0.052], "charge": -1}

[4]
{"formula": "C3H9F2N2O8P2Pd", "method": "wB97M-V/def2-TZVPD", "elements": ["Pd", "N", "C", "C", "P", "O", "O", "O", "P", "O", "O", "O", "H", "H", "H", "H", "H", "H", "H", "H", "F", "C", "F", "H", "O", "N", "O"], "positions_angstrom": [[0.820, -1.903, -0.628], [-0.550, 1.014, -1.092], [-0.980, 1.051, 0.362], [-2.424, 1.537, 0.444], [-0.851, -0.667, 0.987], [-1.762, -0.650, 2.300], [-1.394, -1.547, -0.109], [0.570, -1.063, 1.371], [0.249, 2.260, 1.156], [0.710, 1.471, 2.486], [-0.480, 3.482, 1.553], [1.348, 2.243, 0.129], [-0.638, 0.093, -1.556], [0.449, 1.353, -1.039], [-1.076, 1.701, -1.626], [-3.106, 0.847, -0.059], [-2.495, 2.532, 0.001], [-2.719, 1.634, 1.485], [-1.203, -0.661, 3.087], [1.200, 0.670, 2.233], [2.990, -3.513, -0.259], [2.748, -2.224, -0.681], [3.400, -1.412, 0.198], [3.200, -2.112, -1.667], [1.417, -2.747, -3.359], [0.725, -2.070, -2.626], [-0.148, -1.318, -3.090]], "nbo_charge": [0.627, -0.741, -0.646, -0.629, 2.358, -0.993, -1.142, -1.154, 2.370, -1.025, -1.140, -1.172, 0.466, 0.488, 0.411, 0.209, 0.222, 0.252, 0.518, 0.521, -0.374, 0.432, -0.359, 0.124, -0.436, 0.325, -0.514], "orbital_gap_ev": 9.1817, "e_tot_ha": -1841.719946, "lumo_energy_ha": 0.111, "e_above_lowest_kj_mol": 0.00, "charge": -1}

[5]
{"formula": "CHNOS2", "method": "wB97M-V/def2-TZVPD", "elements": ["C", "N", "O", "S", "S", "H"], "positions_angstrom": [[-0.523, -0.156, -0.877], [-1.249, 1.244, 1.329], [-1.191, 1.682, 2.442], [-0.169, -0.286, -2.384], [-2.007, 1.415, -0.027], [0.083, -0.701, -0.118]], "nbo_charge": [-0.385, -0.168, -0.306, 0.203, 0.440, 0.216], "orbital_gap_ev": 7.0544, "e_tot_ha": -964.880286, "lumo_energy_ha": -0.035, "e_above_lowest_kj_mol": 401.15}

[6]
{"formula": "C4H4O2", "method": "wB97M-V/def2-TZVPD", "elements": ["O", "C", "C", "O", "C", "C", "H", "H", "H", "H"], "positions_angstrom": [[-2.173, -0.234, -0.693], [-1.024, 0.380, -0.202], [0.062, -0.635, 0.100], [-0.160, -1.827, 0.046], [1.365, -0.066, 0.406], [2.411, 0.511, 0.562], [-1.980, -1.185, -0.721], [-1.230, 0.930, 0.731], [-0.615, 1.109, -0.916], [3.344, 1.017, 0.689]], "nbo_charge": [-0.702, -0.147, 0.493, -0.509, -0.143, -0.117, 0.489, 0.199, 0.195, 0.242], "orbital_gap_ev": 10.7186, "smiles": "C#CC(=O)CO", "e_tot_ha": -305.213495, "lumo_energy_ha": -0.001, "e_above_lowest_kj_mol": 173.19}

[7]
{"formula": "C22H31N3OS", "method": "wB97M-V/def2-TZVPD", "elements": ["C", "C", "C", "C", "C", "C", "C", "N", "C", "N", "C", "H", "H", "C", "N", "C", "C", "C", "C", "C", "H", "H", "C", "H", "H", "H", "H", "H", "H", "H", "H", "H", "H", "H", "H", "C", "C", "C", "C", "C", "O", "H", "H", "H", "H", "H", "S", "H", "C", "H", "H", "H", "H", "H", "H", "H", "H", "H"], "positions_angstrom": [[0.594, 2.374, 4.321], [0.505, 0.891, 4.491], [0.271, 0.335, 5.741], [0.199, -1.034, 5.910], [0.360, -1.874, 4.822], [0.584, -1.355, 3.557], [0.650, 0.032, 3.401], [0.917, 0.563, 2.114], [-0.025, 1.200, 1.370], [0.383, 1.690, 0.172], [-0.567, 2.173, -0.800], [-1.552, 2.138, -0.331], [-0.343, 3.220, -1.041], [-0.565, 1.366, -2.106], [-0.604, -0.065, -1.892], [-0.215, -0.838, -3.049], [-0.928, -0.575, -4.391], [-2.454, -0.426, -4.342], [-3.156, -1.223, -3.243], [-3.112, -0.521, -1.886], [-3.843, -0.982, -1.218], [-3.403, 0.524, -2.012], [-1.751, -0.596, -1.185], [-1.524, -1.646, -0.970], [-1.832, -0.082, -0.225], [-2.720, -2.221, -3.164], [-4.204, -1.346, -3.528], [-2.850, -0.734, -5.314], [-2.718, 0.627, -4.217], [-0.510, 0.326, -4.847], [-0.668, -1.412, -5.043], [-0.335, -1.889, -2.779], [0.856, -0.668, -3.218], [-1.403, 1.744, -2.714], [0.360, 1.571, -2.655], [1.789, 1.805, -0.160], [2.372, 0.612, -0.855], [3.002, 0.494, -2.058], [3.377, -0.868, -2.180], [2.946, -1.476, -1.046], [2.346, -0.588, -0.233], [3.001, -2.491, -0.708], [3.890, -1.323, -3.002], [3.183, 1.275, -2.768], [2.348, 2.002, 0.764], [1.909, 2.668, -0.821], [-1.575, 1.397, 1.931], [1.630, 0.065, 1.597], [0.743, -2.255, 2.368], [1.772, -2.240, 2.006], [0.094, -1.933, 1.554], [0.490, -3.279, 2.631], [0.300, -2.945, 4.954], [0.016, -1.449, 6.890], [0.149, 0.990, 6.592], [-0.340, 2.753, 3.903], [1.396, 2.639, 3.634], [0.766, 2.861, 5.277]], "nbo_charge": [-0.645, -0.001, -0.219, -0.200, -0.212, -0.034, 0.211, -0.665, 0.328, -0.435, -0.228, 0.255, 0.194, -0.227, -0.470, -0.211, -0.425, -0.400, -0.404, -0.418, 0.213, 0.191, -0.230, 0.187, 0.227, 0.193, 0.208, 0.208, 0.191, 0.198, 0.205, 0.193, 0.200, 0.176, 0.193, -0.269, 0.285, -0.309, -0.311, 0.093, -0.429, 0.207, 0.233, 0.230, 0.230, 0.227, -0.266, 0.417, -0.637, 0.209, 0.228, 0.220, 0.206, 0.211, 0.208, 0.245, 0.213, 0.213], "orbital_gap_ev": 8.5051, "smiles": "Cc1cccc(C)c1NC(=S)N(CCN1CCCCCC1)Cc1ccco1", "e_tot_ha": -1494.602188, "lumo_energy_ha": 0.024, "e_above_lowest_kj_mol": 54.75}

[8]
{"formula": "C3H9N2", "method": "wB97M-V/def2-TZVPD", "elements": ["C", "C", "C", "N", "N", "H", "H", "H", "H", "H", "H", "H", "H", "H"], "positions_angstrom": [[0.992, -1.198, -0.566], [0.100, 0.134, 0.675], [-1.242, 0.920, 0.618], [0.001, -1.340, 0.484], [1.026, 0.278, -0.519], [2.045, -1.678, -0.397], [0.718, -1.665, -1.575], [0.647, 0.306, 1.699], [-1.554, 1.108, -0.382], [-1.380, 1.810, 1.200], [-2.093, 0.333, 1.077], [-1.026, -1.662, 0.209], [1.885, 0.710, -0.302], [0.729, 0.617, -1.431]], "nbo_charge": [-0.067, 0.124, -0.672, -0.608, -0.537, 0.230, 0.235, 0.246, 0.226, 0.263, 0.262, 0.407, 0.442, 0.448], "orbital_gap_ev": 10.9236, "e_tot_ha": -228.893862, "lumo_energy_ha": -0.130, "e_above_lowest_kj_mol": 244.03, "charge": 1}